Model i:
Below is an isolated molecule of C5H13NS2, with properties calculated with ωB97M-V/def2-TZVPD.

Output
SMILES string = SCCCNCCS
Gap between HOMO and LUMO = 9.897 eV
E_HOMO = -0.3319 Ha

Last column: Mulliken charge in e.
Atoms and positions in Å:
S 3.535 0.974 0.636  -0.20
C 2.065 0.608 1.610  -0.79
C 0.811 1.399 1.267  -0.59
C 0.246 1.058 -0.107  -0.66
N -0.148 -0.342 -0.216  -0.23
C -1.202 -0.583 -1.194  -0.59
C -1.806 -1.968 -0.978  -0.69
S -3.132 -2.307 -2.142  -0.23
H 3.816 2.145 1.217  0.12
H 1.790 -0.438 1.479  0.35
H 2.262 0.670 2.670  0.38
H 0.863 2.490 1.310  0.35
H 0.086 1.083 2.032  0.29
H 0.947 1.432 -0.862  0.32
H -0.673 1.638 -0.220  0.43
H 0.651 -0.890 -0.531  0.26
H -1.979 0.182 -1.120  0.43
H -0.882 -0.564 -2.233  0.27
H -1.037 -2.708 -1.217  0.29
H -2.041 -2.096 0.080  0.39
H -4.170 -1.782 -1.482  0.11

***

Model ii:
Below is an isolated molecule of C5H13NS2, with properties calculated with ωB97M-V/def2-TZVPD.

Output
SMILES string = CCSSC[C@@H](C)N
Gap between HOMO and LUMO = 8.685 eV
E_HOMO = -0.2862 Ha

Last column: Mulliken charge in e.
Atoms and positions in Å:
C 0.758 -2.253 2.078  -1.02
C 1.772 -1.735 1.080  -0.49
S 1.005 -1.218 -0.517  -0.07
S 1.318 0.776 -0.619  -0.13
C -0.331 1.606 -0.843  -0.92
C -1.519 1.072 -0.068  0.43
C -2.619 2.198 -0.076  -1.39
N -2.035 -0.144 -0.669  -0.49
H -0.296 -2.115 1.807  0.28
H 0.825 -1.844 3.082  0.31
H 0.778 -3.337 2.136  0.33
H 2.454 -2.497 0.708  0.34
H 2.314 -0.867 1.424  0.35
H -0.484 1.520 -1.924  0.36
H -0.126 2.671 -0.818  0.37
H -1.192 0.902 0.958  0.23
H -2.249 3.218 -0.135  0.37
H -3.152 2.040 0.866  0.35
H -3.314 1.988 -0.886  0.34
H -1.961 -0.115 -1.676  0.22
H -2.967 -0.361 -0.349  0.23

***

Which of them is least stable? Easy: model ii.

***

Model i:
Below is a structure of composition C28H19BeN6STe, with properties calculated with ωB97M-V/def2-TZVPD.

Output
Charge = +1
Gap between HOMO and LUMO = 6.728 eV
E_HOMO = -0.4022 Ha

Last column: Mulliken charge in e.
Atoms and positions in Å:
Be -0.371 0.258 -1.218  -0.88
N 3.232 1.007 -0.273  -0.19
C 4.093 1.052 -1.410  0.44
C 5.269 1.777 -1.365  -0.71
C 6.072 1.837 -2.496  -0.67
C 5.679 1.211 -3.668  -0.64
C 4.480 0.512 -3.716  -0.65
C 3.701 0.411 -2.576  0.73
S 2.241 -0.581 -2.560  -0.14
N 1.320 0.314 -1.420  0.41
C 1.901 0.886 -0.412  0.31
C 0.958 1.422 0.602  1.05
C 1.268 2.203 1.690  -0.79
C 0.218 2.681 2.474  -0.77
C -1.084 2.374 2.134  -1.37
C -1.315 1.571 1.025  0.14
N -0.311 1.099 0.293  0.26
H 3.572 1.472 0.554  0.21
H 5.561 2.289 -0.456  0.34
H 7.002 2.389 -2.459  0.40
H 6.300 1.270 -4.551  0.40
H 4.159 0.032 -4.631  0.42
H 2.288 2.470 1.928  0.38
H 0.428 3.307 3.331  0.44
H -1.925 2.759 2.692  0.53
H -2.318 1.314 0.712  0.67
N -1.443 1.037 -2.179  -0.15
C -2.525 1.480 -2.152  1.03
C -3.750 2.060 -1.996  0.01
C -3.815 2.991 -0.924  0.24
N -3.753 3.701 -0.017  -0.52
C -4.900 1.500 -2.610  0.16
N -5.813 1.022 -3.122  -0.48
Te -1.239 -2.110 -1.017  0.45
C -0.074 -2.983 0.501  0.00
C -0.624 -4.024 1.243  -0.39
C 0.128 -4.629 2.238  -0.57
C 1.431 -4.212 2.477  -0.53
C 1.985 -3.191 1.720  -0.69
C 1.232 -2.570 0.732  0.03
C -2.804 -1.386 0.208  0.22
C -2.673 -1.279 1.586  -0.24
C -3.714 -0.729 2.324  -0.59
C -4.862 -0.274 1.688  -0.53
C -4.985 -0.390 0.311  -0.74
C -3.960 -0.959 -0.434  -0.55
H -1.635 -4.362 1.052  0.46
H -0.300 -5.435 2.818  0.40
H 2.019 -4.694 3.248  0.40
H 3.007 -2.879 1.893  0.43
H 1.680 -1.789 0.130  0.37
H -1.777 -1.620 2.089  0.43
H -3.623 -0.656 3.400  0.44
H -5.665 0.161 2.267  0.44
H -5.881 -0.050 -0.193  0.50
H -4.081 -1.065 -1.507  0.64

***

Model ii:
Below is a structure of composition C28H19BeN6STe, with properties calculated with ωB97M-V/def2-TZVPD.

Output
Charge = +1
Gap between HOMO and LUMO = 5.740 eV
E_HOMO = -0.3848 Ha

Last column: Mulliken charge in e.
Atoms and positions in Å:
Be 0.193 -0.530 -0.432  -1.05
N -1.867 -1.933 2.449  -0.07
C -2.649 -0.858 2.963  -0.04
C -3.807 -1.141 3.665  -0.65
C -4.576 -0.091 4.150  -0.64
C -4.201 1.221 3.904  -0.63
C -3.051 1.496 3.176  -0.61
C -2.264 0.449 2.726  0.76
S -0.718 0.733 1.940  -0.06
N -0.641 -0.678 0.942  0.46
C -1.077 -1.839 1.375  0.96
C -0.158 -3.019 -0.767  0.34
C -0.372 -4.159 -1.467  -0.57
C 0.356 -4.616 -2.648  -0.41
C 1.064 -3.849 -3.470  -0.65
C 1.086 -2.376 -3.437  -0.09
N 0.808 -1.543 -2.524  -0.77
H -2.178 -2.842 2.752  -0.05
H -4.102 -2.168 3.840  0.42
H -5.473 -0.304 4.714  0.40
H -4.805 2.037 4.276  0.40
H -2.758 2.519 2.976  0.49
H -1.070 -4.863 -1.042  0.67
H 0.346 -5.688 -2.806  0.39
H 1.602 -4.306 -4.291  0.35
H 1.369 -1.893 -4.369  0.42
N 0.448 -1.842 -1.202  1.11
C -0.631 -3.066 0.637  0.17
C -0.483 -4.268 1.281  0.70
C -1.075 -4.599 2.543  -0.09
N -1.552 -4.848 3.560  -0.48
C 0.362 -5.321 0.796  -0.19
N 1.055 -6.199 0.527  -0.53
Te 0.286 1.412 -1.846  0.74
C 2.341 1.598 -2.186  0.46
C 3.267 0.998 -1.340  -0.04
C 4.622 1.177 -1.572  -0.72
C 5.046 1.954 -2.641  -0.46
C 4.119 2.546 -3.485  -0.53
C 2.761 2.368 -3.264  -0.71
C 0.022 3.138 -0.674  0.46
C 0.936 3.504 0.308  -0.23
C 0.715 4.652 1.052  -0.63
C -0.417 5.424 0.823  -0.51
C -1.324 5.057 -0.158  -0.59
C -1.102 3.914 -0.918  -0.63
H 2.942 0.382 -0.510  0.31
H 5.346 0.709 -0.919  0.40
H 6.103 2.094 -2.818  0.40
H 4.451 3.146 -4.322  0.40
H 2.043 2.829 -3.931  0.43
H 1.824 2.910 0.488  0.39
H 1.428 4.947 1.810  0.40
H -0.585 6.320 1.405  0.42
H -2.199 5.664 -0.346  0.42
H -1.808 3.642 -1.694  0.38

***

Which of them is least stable? Easy: model ii.

***

Model i:
Below is a cluster of 5 separate species, C30H72N2 in total, with properties calculated with ωB97M-V/def2-TZVPD.

Output
SMILES string = CCN(CC)CC.CCN(CC)CC.CCCCCC.CCCCCC.CCCCCC
Gap between HOMO and LUMO = 9.098 eV
E_HOMO = -0.3007 Ha

Last column: Mulliken charge in e.
Atoms and positions in Å:
C -0.141 -199.712 30.045  -1.23
C -1.340 -199.580 29.231  0.34
N -1.295 -200.273 27.931  0.23
C -2.510 -200.682 27.301  -0.71
C -3.404 -199.342 26.908  -1.93
C -0.324 -199.583 27.075  0.72
C 0.203 -200.349 25.847  -1.36
H 0.486 -198.956 29.560  -0.33
H 0.347 -200.668 30.162  0.41
H -0.235 -199.551 31.056  0.75
H -1.661 -198.412 29.283  -0.41
H -2.145 -200.231 29.985  0.21
H -3.085 -201.411 27.941  0.35
H -2.193 -201.207 26.421  0.38
H -3.699 -198.809 27.720  0.43
H -4.235 -199.437 26.624  1.23
H -2.938 -198.704 26.180  0.31
H 0.560 -199.146 27.728  -0.03
H -0.913 -198.746 26.650  -0.24
H 1.096 -199.997 25.377  0.41
H -0.457 -200.640 24.938  0.30
H 0.638 -201.280 26.482  0.10
C 2.792 -196.606 26.954  -0.75
C 3.347 -197.784 26.196  0.17
N 4.718 -198.212 26.695  0.63
C 5.046 -199.511 26.499  -1.62
C 4.428 -200.443 27.503  -0.87
C 5.617 -197.185 26.030  -1.39
C 6.976 -197.001 26.798  -1.30
H 3.369 -195.532 26.746  0.32
H 2.591 -196.811 28.102  -0.16
H 1.768 -196.424 26.625  0.46
H 3.456 -197.470 25.079  0.25
H 2.689 -198.675 26.271  -0.50
H 5.930 -199.541 26.666  1.18
H 4.865 -199.865 25.433  0.07
H 4.326 -200.167 28.588  -0.29
H 4.761 -201.381 27.470  1.00
H 3.441 -200.585 27.203  0.29
H 5.220 -196.364 25.812  1.01
H 5.929 -197.614 25.175  0.49
H 7.391 -198.015 27.059  0.26
H 6.819 -196.323 27.604  0.29
H 7.785 -196.562 26.270  0.45
C 3.051 -203.612 25.712  -1.90
C 3.329 -204.171 27.084  0.14
C 4.528 -204.975 27.315  -1.12
C 4.702 -205.362 28.777  -0.19
C 5.726 -206.487 29.070  -0.85
C 5.775 -206.853 30.543  -0.95
H 3.878 -203.028 25.482  0.41
H 2.141 -203.144 25.868  0.31
H 2.931 -204.580 25.417  0.62
H 2.573 -204.777 27.217  0.80
H 3.381 -203.146 27.674  -0.39
H 5.346 -204.417 26.851  0.45
H 4.615 -205.753 26.618  0.58
H 3.637 -205.643 29.250  0.26
H 4.938 -204.487 29.350  0.13
H 6.823 -206.195 28.696  0.23
H 5.484 -207.199 28.505  0.65
H 6.244 -207.851 30.571  0.38
H 4.695 -207.214 30.991  0.21
H 6.202 -205.922 31.149  0.22
C -3.477 -195.727 27.615  -1.80
C -2.671 -195.737 28.977  -0.64
C -1.195 -195.610 28.805  -0.70
C -0.595 -195.727 30.252  -1.14
C 1.010 -195.615 30.313  0.37
C 1.534 -195.390 31.606  -1.41
H -3.060 -196.383 27.079  0.55
H -3.347 -194.477 27.318  0.26
H -4.412 -195.647 27.901  0.51
H -3.090 -196.668 29.450  0.42
H -2.950 -194.904 29.473  0.59
H -0.682 -194.861 28.434  1.12
H -0.818 -196.376 28.126  -0.10
H -0.935 -196.806 30.591  0.21
H -0.950 -194.951 30.633  0.97
H 1.545 -195.135 29.546  0.64
H 1.440 -196.615 30.026  -0.61
H 1.063 -196.062 32.324  0.35
H 1.077 -194.350 31.985  0.33
H 2.686 -195.270 31.831  0.25
C 3.125 -203.162 32.572  -1.20
C 3.892 -202.047 31.901  -0.07
C 3.048 -200.700 32.296  -0.80
C 3.440 -199.480 31.431  0.90
C 4.871 -198.953 31.936  -0.48
C 5.483 -197.932 30.959  -0.96
H 2.087 -203.398 32.168  0.27
H 3.109 -203.194 33.608  0.40
H 3.872 -203.929 32.263  0.28
H 3.862 -202.209 30.840  0.01
H 4.880 -201.765 32.265  0.37
H 3.154 -200.565 33.323  0.54
H 1.874 -201.038 31.946  -0.02
H 2.826 -198.573 31.680  0.01
H 3.321 -199.717 30.310  -0.52
H 5.705 -199.709 32.010  0.24
H 4.814 -198.407 32.898  0.34
H 5.648 -198.391 30.044  0.23
H 6.585 -197.515 31.260  0.28
H 4.849 -197.111 31.005  0.16

***

Model ii:
Below is a cluster of 5 separate species, C30H72N2 in total, with properties calculated with ωB97M-V/def2-TZVPD.

Output
SMILES string = CCN(CC)CC.CCN(CC)CC.CCCCCC.CCCCCC.CCCCCC
Gap between HOMO and LUMO = 8.753 eV
E_HOMO = -0.2981 Ha

Last column: Mulliken charge in e.
Atoms and positions in Å:
C -0.346 -5.773 4.165  -1.18
C -1.452 -4.705 4.084  -1.10
N -0.921 -3.197 4.032  0.20
C -1.963 -2.201 3.609  -0.06
C -3.181 -2.211 4.526  -1.75
C -0.224 -2.795 5.328  -0.26
C 0.260 -1.324 5.219  -1.29
H 0.273 -5.401 3.229  0.18
H -0.660 -6.745 3.843  0.40
H 0.263 -5.860 5.098  0.32
H -2.002 -4.698 4.840  0.98
H -2.030 -4.913 3.155  0.36
H -2.455 -2.575 2.705  0.02
H -1.392 -1.182 3.517  0.34
H -3.814 -1.382 4.384  0.50
H -2.817 -2.056 5.620  0.24
H -3.709 -2.973 4.435  0.54
H 0.746 -3.490 5.498  0.28
H -1.045 -3.155 6.134  0.34
H 1.062 -1.360 6.173  0.32
H -0.594 -0.499 5.359  0.13
H 0.618 -1.234 4.280  0.50
C 7.748 0.621 0.384  -1.33
C 6.357 0.571 -0.248  -0.30
N 5.543 -0.501 0.464  0.33
C 5.124 -0.010 1.789  -0.51
C 3.985 1.017 1.847  -1.69
C 4.477 -1.067 -0.260  -0.49
C 5.177 -2.218 -1.134  -1.90
H 8.398 -0.242 0.260  0.30
H 7.806 0.807 1.376  0.41
H 8.213 1.407 -0.229  0.37
H 6.551 0.378 -1.257  0.47
H 5.802 1.651 -0.127  0.15
H 5.882 0.353 2.387  0.30
H 4.581 -0.999 2.388  0.29
H 4.105 1.811 1.451  0.67
H 3.698 0.941 2.869  0.45
H 3.117 0.646 1.452  0.42
H 3.749 -0.415 -0.753  0.32
H 3.834 -1.694 0.408  0.23
H 5.901 -1.965 -2.026  0.24
H 4.394 -2.556 -1.596  0.63
H 5.519 -2.925 -0.625  0.63
C 0.260 2.229 -1.513  -0.98
C -0.349 3.640 -1.472  -0.13
C 0.530 4.566 -2.264  -1.69
C 0.460 4.382 -3.828  -0.78
C 1.378 5.488 -4.605  -0.47
C 1.365 5.309 -6.144  -1.33
H 1.485 2.049 -1.119  -0.06
H 0.116 1.905 -2.637  0.19
H -0.304 1.695 -0.901  0.63
H -0.486 4.304 -0.586  0.30
H -1.339 3.396 -1.840  0.03
H 1.498 4.783 -2.009  0.83
H 0.315 5.548 -2.097  0.79
H -0.537 4.697 -3.984  0.22
H 0.728 3.443 -3.917  0.75
H 2.559 5.386 -4.168  0.21
H 1.067 6.461 -4.182  0.32
H 1.988 6.069 -6.766  0.32
H 0.592 5.719 -6.651  0.44
H 1.374 4.350 -6.486  0.39
C -1.342 -5.518 -0.148  -1.17
C -1.558 -3.931 -0.092  -0.60
C -0.472 -3.075 0.181  -0.23
C 0.584 -2.840 -0.885  0.14
C 0.090 -1.890 -1.932  -0.06
C 1.131 -1.238 -2.924  -0.77
H -1.048 -5.792 0.814  0.29
H -0.595 -5.468 -0.955  0.36
H -2.338 -5.945 -0.579  0.26
H -2.317 -3.806 0.695  0.23
H -1.956 -3.502 -1.090  0.25
H -0.144 -3.572 0.961  0.48
H -0.860 -2.070 0.567  0.04
H 1.129 -3.703 -1.241  0.52
H 1.405 -2.094 -0.489  -0.39
H -0.455 -1.137 -1.382  -0.10
H -0.812 -2.540 -2.410  0.13
H 1.730 -2.035 -3.495  0.32
H 1.779 -0.598 -2.288  0.03
H 0.565 -0.540 -3.605  0.28
C -5.134 4.988 -1.935  -0.70
C -6.131 4.415 -0.981  -1.04
C -6.228 2.860 -1.119  -0.90
C -4.952 2.102 -0.742  -1.10
C -4.930 0.623 -0.832  -0.42
C -3.658 0.045 -0.601  -0.74
H -5.029 6.151 -1.583  0.26
H -5.399 4.614 -2.894  0.35
H -4.200 4.624 -1.700  0.09
H -7.046 4.870 -1.001  0.46
H -5.907 4.603 -0.061  0.54
H -6.713 2.615 -2.071  0.34
H -7.013 2.208 -0.566  0.38
H -4.536 2.570 0.118  0.60
H -4.366 2.560 -1.309  0.69
H -5.251 0.282 -1.853  0.25
H -5.602 0.161 -0.172  0.45
H -3.647 -1.122 -0.360  0.21
H -3.232 0.435 0.444  0.15
H -2.815 0.386 -1.371  0.15

***

Which of them is least stable? Easy: model ii.

***

Model i:
Below is a cluster of 2 separate species, C6H13O2 in total, with properties calculated with ωB97M-V/def2-TZVPD.

Output
Charge = -1
Gap between HOMO and LUMO = 7.005 eV
E_HOMO = -0.1093 Ha

Last column: Mulliken charge in e.
Atoms and positions in Å:
C -0.917 -0.022 1.495  -0.43
O -1.378 1.110 0.962  -0.87
C 0.540 0.017 2.067  -0.54
C 1.372 -0.564 0.928  -0.86
C 1.140 0.291 -0.365  -0.81
C 1.312 -1.452 -1.975  -0.84
C 0.615 -0.377 -1.518  0.00
H -1.033 -0.885 0.736  0.16
H -1.560 -0.522 2.388  0.15
H 0.793 1.054 2.441  0.27
H 0.902 -0.642 2.875  0.37
H 2.497 -0.432 1.224  0.30
H 1.339 -1.603 0.790  0.49
H 0.520 1.077 0.015  0.53
H 2.124 0.656 -0.659  0.37
H 2.349 -1.690 -1.528  0.22
H 1.081 -2.402 -2.718  0.19
H -0.348 0.244 -1.857  0.42
H -1.903 0.513 -0.752  0.36
H -2.387 1.756 -1.424  0.32
O -2.215 0.830 -1.628  -0.79

***

Model ii:
Below is a cluster of 2 separate species, C6H13O2 in total, with properties calculated with ωB97M-V/def2-TZVPD.

Output
Charge = -1
Gap between HOMO and LUMO = 7.745 eV
E_HOMO = -0.1420 Ha

Last column: Mulliken charge in e.
Atoms and positions in Å:
C 0.112 -1.222 -1.440  0.40
C -0.026 0.058 -2.263  -1.11
C -1.102 -2.118 -1.705  -1.20
H 1.032 -1.765 -1.614  0.29
H 0.108 -0.941 -0.380  -0.33
H -0.751 0.698 -1.754  0.24
H -0.256 -0.088 -3.322  0.37
H -1.227 -2.219 -2.790  0.32
H -0.911 -3.155 -1.451  0.33
H 0.856 0.706 -2.198  0.32
H -2.026 -1.713 -1.300  0.29
C -0.511 1.188 1.656  -0.33
C -1.417 -0.041 1.715  -1.00
C 0.878 0.916 0.916  0.43
O 1.492 -0.077 1.389  -0.73
O 1.263 1.784 0.111  -0.75
H -0.988 2.099 1.298  0.31
H -0.004 1.532 2.567  0.29
H -0.852 -0.971 1.820  0.31
H -2.071 -0.109 0.860  0.18
H -1.843 -0.068 2.737  0.35

***

Which of them is least stable? Easy: model i.